(1)
Here is a molecular structure, C39H43Cl2IrN7O4P from OMol25. Energies are from ωB97M-V with the def2-TZVPD basis set.

XYZ file:
```
97
Properties=species:S:1:pos:R:3:forces:R:3
Ir -1.3001 -0.3169 1.0438 -0.4 -0.1 0.1
Cl -4.7214 5.8832 0.3372 0.0 0.0 0.0
C -3.6991 4.6424 0.9131 0.0 0.0 0.0
C -3.6803 3.4356 0.2674 0.0 0.0 0.0
C -2.8450 2.3967 0.7208 0.0 0.1 0.0
N -2.7623 1.1626 0.1778 0.2 0.0 0.0
C -3.5178 0.7643 -0.8987 0.0 0.0 0.0
O -4.2783 1.4413 -1.5565 0.0 0.0 0.0
C -3.3373 -0.6871 -1.2479 -0.1 0.0 0.0
C -4.1213 -1.2501 -2.2406 0.0 0.0 0.0
C -3.9540 -2.5891 -2.5448 0.0 0.0 0.0
C -3.0091 -3.3205 -1.8417 0.0 0.0 0.0
C -2.2682 -2.6865 -0.8617 0.0 0.0 -0.1
N -2.4293 -1.3925 -0.5698 0.1 0.1 -0.1
C -2.0029 2.6269 1.8855 0.1 0.0 0.0
C -2.0507 3.8885 2.5235 0.0 0.1 0.0
C -2.8746 4.8706 2.0553 0.0 0.0 0.0
Cl -2.9137 6.3849 2.8488 0.0 0.0 0.0
N -1.2443 1.5837 2.2642 -0.1 0.0 -0.1
C -0.4495 1.6005 3.3898 0.0 0.0 0.1
O -0.2571 2.5352 4.1365 0.0 0.0 0.0
C 0.2351 0.2910 3.6558 0.0 0.0 0.1
C 0.9891 0.1410 4.8040 0.0 0.0 0.0
C 1.6478 -1.0594 5.0167 0.0 0.0 0.0
C 1.5358 -2.0597 4.0667 0.0 0.0 0.0
C 0.7624 -1.8303 2.9416 0.0 -0.1 0.0
N 0.1195 -0.6799 2.7437 0.0 0.1 0.0
H -4.3083 3.2812 -0.5922 0.0 0.0 0.0
H -4.8456 -0.6239 -2.7417 0.0 0.0 0.0
H -4.5529 -3.0572 -3.3140 0.0 0.0 0.0
H -2.8523 -4.3725 -2.0316 0.0 0.0 0.0
H -1.5328 -3.2269 -0.2864 0.1 0.0 0.0
H -1.4349 4.0756 3.3851 0.0 0.0 0.0
H 1.0441 0.9679 5.4973 0.0 0.0 0.0
H 2.2384 -1.2103 5.9098 0.0 0.0 0.0
H 2.0230 -3.0161 4.1887 0.0 0.0 0.0
H 0.6372 -2.5975 2.1935 0.0 0.0 0.1
O -2.8303 -1.0093 2.3909 0.5 0.0 0.1
N -3.8243 -1.7869 2.1351 -0.2 0.0 -0.1
C -3.5974 -3.0583 2.0572 -0.1 -0.1 -0.1
C -2.2843 -3.6210 2.1945 0.1 0.1 0.2
N -1.2120 -4.0271 2.2780 -0.1 -0.1 -0.1
C -4.6832 -3.9265 1.7095 0.0 0.0 0.0
N -5.5163 -4.6481 1.3892 0.0 0.0 0.0
O 0.5750 -0.0411 -0.2778 -0.1 -0.1 0.0
P 1.7720 0.1182 -1.2039 0.2 0.1 -0.1
C 1.3859 0.6951 -2.9151 0.0 0.0 0.1
C 0.3999 1.8755 -3.0064 0.0 0.0 0.0
C -1.0576 1.4418 -2.9184 0.0 0.0 0.0
C -1.3946 0.4225 -3.9968 0.0 0.0 0.0
C -0.4870 -0.7915 -3.8404 0.0 0.0 0.0
C 0.9761 -0.3690 -3.9495 0.0 0.0 0.0
C 3.0488 1.3149 -0.6107 -0.1 0.0 -0.1
C 3.3642 1.2042 0.8914 0.0 0.0 0.0
C 2.3069 1.8816 1.7589 0.0 0.0 0.0
C 2.1128 3.3450 1.3879 0.0 0.0 0.0
C 1.7456 3.4457 -0.0873 0.0 0.0 0.0
C 2.8328 2.8003 -0.9444 0.0 0.0 0.0
C 2.7071 -1.4475 -1.4934 0.0 0.1 0.0
C 1.7904 -2.6780 -1.6323 0.0 0.0 -0.1
C 1.3773 -3.2785 -0.2926 0.0 0.0 0.0
C 2.5752 -3.6018 0.5903 0.0 0.0 0.0
C 3.4163 -2.3483 0.7949 0.0 0.0 0.0
C 3.8713 -1.7877 -0.5482 0.0 0.0 0.0
H 2.3793 1.0582 -3.2125 0.0 0.0 0.0
H 0.5670 2.3498 -3.9794 0.0 0.0 0.0
H 0.5980 2.6338 -2.2554 0.0 0.0 0.0
H -1.7056 2.3171 -2.9937 0.0 0.0 0.0
H -1.2245 0.9971 -1.9327 0.0 0.0 0.0
H -1.2376 0.8700 -4.9838 0.0 0.0 0.0
H -2.4466 0.1393 -3.9452 0.0 0.0 0.0
H -0.7059 -1.5485 -4.5963 0.0 0.0 0.0
H -0.6773 -1.2463 -2.8609 0.0 0.0 0.0
H 1.1135 0.0944 -4.9323 0.0 0.0 0.0
H 1.6419 -1.2307 -3.9327 0.0 0.0 0.0
H 3.9246 0.9760 -1.1793 0.0 0.0 0.0
H 4.3299 1.6946 1.0535 0.0 0.0 0.0
H 3.4875 0.1706 1.2038 0.0 0.0 0.0
H 2.5796 1.7812 2.8119 0.0 0.0 0.0
H 1.3596 1.3587 1.6082 0.1 0.0 0.0
H 3.0394 3.8982 1.5710 0.0 0.0 0.0
H 1.3405 3.7977 2.0130 0.0 0.0 0.0
H 1.6035 4.4855 -0.3870 0.0 0.0 0.0
H 0.7894 2.9305 -0.2399 0.0 0.0 0.0
H 3.7799 3.3048 -0.7258 0.0 0.0 0.0
H 2.6559 2.9526 -2.0077 0.0 0.0 0.0
H 3.1549 -1.2370 -2.4723 0.0 0.0 0.0
H 2.3462 -3.4350 -2.1957 0.0 0.0 0.0
H 0.8986 -2.4488 -2.2157 0.0 0.0 0.0
H 0.7865 -4.1791 -0.4720 0.0 0.0 0.0
H 0.7356 -2.5593 0.2268 -0.1 0.0 -0.1
H 3.1832 -4.3767 0.1137 0.0 0.0 0.0
H 2.2419 -4.0110 1.5469 0.0 0.0 0.0
H 4.2855 -2.5579 1.4217 0.0 0.0 0.0
H 2.8128 -1.6026 1.3210 0.0 -0.1 0.0
H 4.4620 -2.5598 -1.0529 0.0 0.0 0.0
H 4.5409 -0.9379 -0.4179 0.0 0.0 0.0
```
Forces are in eV/Å.

The expectation value of S² is 8.78. Its charge is +1. The calculation puts the orbital gap (spin up / spin down) at 7.589 / 5.904 eV. As for the spin multiplicity: 6.



(2)
Here is C3H7N3S2 in the gas phase at a distorted geometry from OMol25. Energies are from ωB97M-V with the def2-TZVPD basis set.

XYZ file:
```
15
Properties=species:S:1:pos:R:3:forces:R:3
H 0.9150 -1.3918 1.7208 0.1 -0.5 0.3
N 0.7815 -0.5518 1.1902 -0.1 0.6 -0.7
C 0.0021 -0.7273 0.1980 0.4 0.5 1.0
N -0.6801 -1.8624 -0.1086 0.0 -1.4 0.7
N -0.5502 -3.0590 0.6754 -0.3 1.0 -1.3
C -1.2432 -2.9756 1.9435 0.7 1.0 1.2
S -0.4449 0.6664 -0.8504 0.5 0.3 -0.2
C 0.7971 1.8648 -0.4109 -0.7 -0.5 0.0
S 0.9753 3.2973 -1.1123 -0.1 -0.2 0.0
H -1.1100 -2.0031 -0.9989 -0.1 0.1 -0.3
H 0.4182 -3.3517 0.7275 -0.1 0.2 0.1
H -1.0817 -1.9429 2.4383 -0.1 -1.7 -0.3
H -0.8682 -3.8262 2.5712 -0.4 1.0 -0.3
H -2.3183 -3.0754 1.8209 0.0 -0.2 -0.2
H 1.3639 1.5135 0.4413 0.2 -0.1 0.1
```
Forces are in eV/Å.

Its structure (SMILES) is [H]/N=C(\NNC)SC=S. The calculation puts the orbital gap at 8.553 eV.



(3)
Here is a molecular structure, C26H23IN5NdO7S at a distorted geometry from OMol25. Energies are from ωB97M-V with the def2-TZVPD basis set.

XYZ file:
```
64
Properties=species:S:1:pos:R:3:forces:R:3
Nd 0.6561 0.6007 0.3161 -1.3 -0.6 -1.2
C 0.4624 1.3807 -3.9919 0.1 -0.1 -0.1
C -0.8283 1.6666 -3.2932 -0.1 0.2 -0.3
N -1.6479 2.5471 -3.8305 0.0 0.0 0.1
C -2.8025 2.8294 -3.2031 0.0 -0.1 0.0
C -3.1912 2.2522 -2.0174 0.1 0.0 -0.2
C -4.4926 2.6768 -1.4060 0.1 0.1 0.2
O -4.2099 3.3741 -0.1839 -0.1 0.0 -0.1
C -2.3330 1.2933 -1.4299 -0.4 0.1 0.6
C -2.7593 0.6867 -0.1551 0.3 0.1 -0.6
N -2.1098 -0.1619 0.5516 -0.2 -0.1 0.3
C -2.7960 -0.6892 1.6922 0.3 0.2 -0.4
C -4.1857 -0.6747 1.8328 -0.1 -0.1 0.1
C -4.7968 -1.1807 2.9654 0.0 0.0 0.0
C -4.0350 -1.7345 3.9839 0.0 0.0 0.0
C -2.6609 -1.8093 3.8415 -0.1 0.0 -0.1
C -2.0558 -1.3060 2.6947 -0.7 0.0 0.3
I -0.0476 -1.6031 2.4911 0.7 -0.5 0.5
C -1.1353 0.9901 -2.0843 0.3 -0.6 0.5
O -0.2752 0.1187 -1.5907 -0.3 0.3 -0.8
H 0.5086 1.9937 -4.8891 0.0 0.0 0.0
H 0.5352 0.3254 -4.2626 0.0 0.0 0.0
H 1.3251 1.5927 -3.3576 -0.1 0.0 0.1
H -3.4394 3.5647 -3.6828 0.0 0.0 0.0
H -5.1474 1.8218 -1.2031 0.0 0.0 0.0
H -5.0137 3.3296 -2.1099 0.0 0.0 0.0
H -5.0298 3.7538 0.1489 0.0 0.0 0.0
H -3.7248 1.0346 0.1993 0.0 0.0 -0.1
H -4.8090 -0.2913 1.0377 0.0 0.0 0.0
H -5.8757 -1.1551 3.0432 0.0 0.0 0.0
H -4.5067 -2.1317 4.8726 0.0 0.0 0.0
H -2.0692 -2.2737 4.6183 0.1 0.0 0.0
C -1.6406 8.6128 2.7813 0.0 0.0 0.0
C -1.1507 7.2166 2.5177 0.0 0.0 -0.1
C -1.7293 6.4264 1.5258 0.0 0.0 0.0
C -1.2817 5.1401 1.2805 0.0 0.0 0.0
C -0.2384 4.6380 2.0484 -0.2 0.1 0.1
C 0.3574 5.3996 3.0440 -0.1 0.1 0.0
C -0.1063 6.6865 3.2682 0.1 0.0 0.1
S 0.3792 3.0357 1.7286 0.2 0.7 0.0
O -0.7276 2.0626 1.7878 0.1 0.5 0.1
O 1.4634 2.7698 2.6438 0.0 0.1 0.0
N 0.8312 2.9620 0.1948 0.7 0.4 0.3
C 2.2218 3.0213 -0.1285 -1.1 0.2 0.2
C 3.0815 4.0309 0.2896 0.2 0.0 -0.1
C 4.4071 3.9272 -0.0754 0.0 0.0 0.0
C 4.8289 2.8342 -0.8304 0.0 0.0 0.0
C 3.8958 1.8889 -1.1968 -0.1 -0.1 -0.2
N 2.6019 1.9794 -0.8688 0.1 0.2 0.3
H -2.4259 8.9006 2.0839 0.0 0.0 0.0
H -0.8300 9.3374 2.6943 0.0 0.0 0.0
H -2.0438 8.6974 3.7922 0.0 0.0 0.0
H -2.5456 6.8250 0.9356 0.0 0.0 0.0
H -1.7510 4.5388 0.5105 0.0 -0.1 0.0
H 1.1651 4.9853 3.6308 0.0 0.0 0.0
H 0.3514 7.2860 4.0467 0.0 0.0 0.0
H 2.7174 4.8566 0.8840 -0.1 0.0 0.0
H 5.1145 4.6881 0.2285 0.0 0.0 0.0
H 5.8608 2.7167 -1.1283 0.0 0.0 0.0
H 4.1777 1.0225 -1.7833 0.0 0.0 0.0
O 3.3481 -1.9698 1.3395 0.3 -0.2 0.0
N 2.7584 -1.0731 0.8222 -0.4 0.8 -0.5
O 2.6739 0.1081 1.3509 0.8 -1.1 0.4
O 2.0908 -1.1949 -0.2701 0.9 -0.6 0.5
```
Forces are in eV/Å.

The expectation value of S² is 3.75. The calculation puts the orbital gap (spin up / spin down) at 7.717 / 7.732 eV. As for the spin multiplicity: 4.



Calculated energy relative to the best compared isomer or geometry (same formula, charge and spin) (kJ/mol), listed in the same order as above: 0.0, 212.3, 0.0